16
Properties=species:S:1:pos:R:3:forces:R:3:nbo_charge:R:1 method="wB97M-V/def2-TZVPD" total_charge=0 total_energy_ev=-6382.2143 homo_ev=-8.955 multiplicity=1 orbital_gap_ha=0.367
C 1.9137 -0.8703 0.1204 3.27 -2.90 0.49 -0.39
C 1.3987 0.2928 -0.1063 -1.55 3.21 -0.60 -0.22
C 0.0456 0.8701 0.1732 -0.28 0.06 -0.29 -0.01
C -0.1929 2.1805 -0.1020 -0.43 -2.16 0.45 -0.39
C -0.9697 -0.1667 0.6020 1.00 0.00 3.06 -0.45
C -1.2874 -1.1250 -0.5058 -3.22 -1.99 1.08 -0.61
H 3.0324 -0.9992 -0.0785 -1.63 0.27 -0.04 0.20
H 1.5415 -1.8132 0.5566 -0.55 0.98 -0.13 0.20
H 1.9880 1.0685 -0.5991 0.44 -0.35 0.19 0.20
H 0.5925 2.7358 -0.5655 0.29 0.59 -0.05 0.20
H -1.1827 2.6207 0.0445 0.43 -0.07 -0.02 0.20
H -1.8523 0.2276 1.1979 0.66 -0.03 -1.48 0.22
H -0.5078 -0.7806 1.4532 -0.18 0.70 -1.07 0.21
H -2.2422 -1.6592 -0.1079 1.32 0.60 -0.83 0.21
H -0.6288 -1.9884 -0.7161 0.17 1.07 -0.01 0.22
H -1.6485 -0.5933 -1.3664 0.27 0.03 -0.75 0.21